No. 1
The following is a quantum chemistry calculation of a molecular structure, C6H12O at a distorted geometry, from the Open Molecules 2025 dataset.

For the HOMO-LUMO gap (spin up / spin down), the calculation gives 8.52 / 8.52 eV. As for the total energy: -310.88830 Ha. The LUMO energy (spin up / spin down) comes out at 0.002 / 0.002 Eh.

Each line ends with the Löwdin charge.
Atoms and positions in Å:
1 C 1.592 1.682 0.368  0.06
2 H -1.326 1.343 0.216  0.12
3 H -1.851 -2.485 0.855  0.08
4 H -0.780 -0.536 -0.317  0.12
5 H -0.332 -2.940 1.676  0.08
6 H 1.830 1.968 -0.644  0.06
7 C -0.470 0.854 -0.254  -0.18
8 H -0.154 2.256 -1.931  0.08
9 H -1.028 -1.331 1.942  0.08
10 H -1.209 0.884 -2.226  0.08
11 C -0.036 -1.561 0.057  -0.43
12 H 0.539 0.621 -2.129  0.09
13 C -0.878 -2.116 1.195  -0.05
14 C 0.664 0.754 0.664  -0.31
15 H -0.093 -2.133 -0.881  0.13
16 H 0.425 0.591 1.709  0.13
17 O 1.088 -1.030 0.328  -0.11
18 H 2.166 2.137 1.154  0.06
19 C -0.296 1.191 -1.715  -0.10


No. 2
The following is a quantum chemistry calculation of 8 unconnected molecules or ions with the total composition C69H155N9O13 at a distorted geometry, from the Open Molecules 2025 dataset.

For the HOMO-LUMO gap, the calculation gives 7.06 eV. As for the total energy: -4190.75344 Ha. The LUMO energy comes out at 0.017 Eh.

Each line ends with the Löwdin charge.
Atoms and positions in Å:
1 H 5.766 1.497 -2.985  0.10
2 C 2.330 -3.860 0.822  -0.15
3 H 5.792 4.898 1.058  0.12
4 H -3.618 3.896 -3.288  0.08
5 C -2.007 3.039 2.930  -0.13
6 C 4.094 2.765 -2.842  -0.44
7 O 1.664 -2.357 3.806  -0.36
8 O -1.516 4.407 0.223  -0.02
9 C -4.067 -8.050 -5.720  -0.10
10 H -2.008 -6.240 -3.677  0.10
11 C 4.248 -2.367 6.688  -0.15
12 H 4.391 4.562 -1.640  0.08
13 O 2.211 -6.845 -1.420  0.00
14 C -3.717 -5.659 -2.914  -0.20
15 H 4.072 0.960 -1.627  0.13
16 C 5.617 2.572 -2.882  -0.04
17 H 2.983 -1.896 0.352  0.10
18 C 1.958 -4.307 -3.066  0.01
19 H 3.183 -3.991 1.488  0.12
20 H -4.556 1.387 -1.562  0.07
21 H 5.013 -1.012 8.013  0.12
22 C 0.928 2.468 3.665  -0.16
23 C -7.272 1.619 -2.368  -0.14
24 H -2.986 -4.609 1.514  0.11
25 H -1.229 -5.848 -1.509  0.09
26 H -2.267 -0.667 -1.034  0.11
27 C 0.543 -0.287 0.722  -0.28
28 C 1.168 2.975 -4.408  0.00
29 H 2.524 -0.124 -3.081  0.12
30 O 7.317 4.752 -0.348  -0.19
31 H -3.980 -7.437 -6.617  0.08
32 H -8.711 0.639 1.571  0.08
33 C -2.536 3.972 -3.389  -0.11
34 C 2.072 -3.375 4.738  -0.14
35 H -3.458 -0.227 2.496  0.12
36 H -5.431 -6.515 -3.850  0.11
37 O 3.839 0.043 6.730  -0.15
38 N -0.822 -0.123 1.357  -0.14
39 O -2.547 -3.745 -0.262  -0.19
40 N 3.587 2.258 -4.161  -0.11
41 H -3.157 1.398 -2.341  0.08
42 H 3.948 1.450 3.776  0.05
43 H -8.074 -0.345 -2.789  0.11
44 C -7.311 0.107 -2.155  -0.17
45 H -2.333 4.552 0.705  0.07
46 H -4.531 -5.559 -4.913  0.12
47 H -6.938 4.441 -2.573  0.09
48 H -1.977 4.080 3.253  0.14
49 H 6.144 3.118 -2.099  0.05
50 H 7.393 6.698 0.442  0.08
51 H 1.156 1.422 3.456  0.09
52 C 8.038 5.891 0.096  -0.13
53 H -4.217 5.500 -1.830  0.05
54 C 1.364 -1.328 1.460  -0.10
55 H -2.092 -2.952 -2.206  0.15
56 H 4.728 -4.578 -3.313  0.08
57 H -7.434 1.026 2.488  0.07
58 H 0.853 0.422 -3.136  0.10
59 H 4.357 1.410 8.079  0.11
60 H 4.976 -3.105 7.026  0.12
61 H -0.716 -2.178 -1.945  0.13
62 H 2.851 1.821 2.484  0.09
63 H 5.863 1.085 1.929  0.12
64 H 2.494 -3.801 -3.869  0.09
65 C -1.785 -2.380 1.978  -0.05
66 H 2.812 -7.428 -0.951  0.11
67 C -7.656 0.374 1.644  -0.03
68 H 1.560 -5.274 -3.374  0.08
69 O 4.009 3.089 -5.167  -0.01
70 N 2.636 -5.637 -0.954  -0.14
71 H -0.608 6.026 -3.163  0.08
72 H 4.521 -3.336 -0.858  0.12
73 C -2.155 -4.626 0.809  -0.13
74 O -3.690 -7.498 -4.458  -0.18
75 H 1.505 -4.286 4.547  0.11
76 H -3.372 0.484 1.000  0.01
77 H -0.051 -1.433 3.124  0.06
78 H 1.456 -1.019 2.502  0.04
79 H 1.736 0.814 -0.946  0.04
80 C 1.325 1.045 0.749  -0.06
81 H 7.024 3.729 1.579  0.10
82 N -2.335 -5.374 -3.274  -0.06
83 C 5.044 1.797 2.030  -0.16
84 C -2.063 4.745 -2.058  -0.37
85 H -1.864 0.498 -0.174  0.06
86 H 1.646 -7.194 1.138  0.08
87 O 2.213 2.980 4.005  -0.19
88 H 1.503 3.601 -5.235  0.10
89 C -1.913 -1.499 -0.426  -0.07
90 H 1.428 -5.830 2.286  0.07
91 H -2.183 4.673 -4.146  0.12
92 H 3.917 2.780 5.186  0.12
93 H -4.436 3.058 -1.053  0.06
94 H 6.603 2.066 -0.193  0.12
95 H 5.559 3.088 -1.058  0.01
96 C -3.197 5.884 -1.834  0.00
97 C -3.404 2.796 2.408  -0.18
98 H -0.382 6.079 -1.436  0.08
99 H 8.720 5.598 0.894  0.08
100 H -0.305 -3.066 3.582  0.09
101 H -1.337 1.374 2.406  0.00
102 H -0.064 -5.767 -0.795  0.07
103 H 0.018 -4.032 -0.312  0.04
104 H 5.979 3.025 -3.805  0.09
105 H 1.503 1.412 1.760  0.05
106 C -0.646 5.416 -2.260  -0.02
107 C 0.365 -0.737 -0.744  -0.10
108 C 4.774 -0.939 6.952  -0.25
109 H 0.119 2.774 -4.623  0.05
110 H -2.540 -2.369 -0.621  0.06
111 H -5.136 -8.254 -5.664  0.08
112 C 3.528 -3.267 -1.303  -0.07
113 C -1.766 -3.680 -1.463  -0.24
114 H -3.039 6.339 -0.857  0.07
115 C -5.448 -0.018 0.606  -0.09
116 C -1.423 -5.026 -2.198  -0.16
117 H 2.291 0.883 0.271  0.09
118 H 2.840 0.316 -5.884  0.08
119 H 3.856 -3.796 3.660  0.10
120 C -6.829 0.575 0.328  -0.42
121 H 2.894 -2.014 2.752  0.10
122 H 0.290 2.411 4.547  0.12
123 C -4.399 -6.317 -4.140  -0.23
124 H -7.409 -1.366 -0.644  0.12
125 H -7.207 3.267 1.334  0.13
126 H -4.869 0.629 1.265  0.07
127 H -7.892 4.162 -1.121  0.09
128 H 2.834 4.562 -2.338  0.07
129 H 0.258 4.810 -2.294  0.04
130 C 3.051 -4.613 -1.966  -0.45
131 C -7.626 -0.300 -0.723  -0.12
132 H 1.668 -2.465 -0.584  0.08
133 H -5.782 3.867 1.684  0.10
134 H 0.395 1.231 -1.059  0.04
135 C -6.510 2.488 -1.358  -0.47
136 H -8.281 2.019 -2.463  0.12
137 H 1.345 2.353 -1.679  0.02
138 H 5.736 -0.760 6.473  0.13
139 H 1.109 0.489 -5.671  0.09
140 H 3.264 1.238 4.625  0.06
141 H 3.674 2.452 -0.766  0.07
142 H -6.186 4.586 -1.008  0.04
143 H -3.876 -6.279 -2.031  0.12
144 H 2.364 2.152 5.890  0.11
145 H 5.322 1.491 6.577  0.11
146 H -3.558 -8.996 -5.908  0.09
147 H 2.080 1.670 -6.455  0.07
148 H -2.635 -3.039 1.802  0.07
149 O 3.635 -0.078 2.306  -0.12
150 H 4.011 -1.627 4.845  -0.01
151 C -0.552 -1.917 -0.899  -0.23
152 H -3.199 6.713 -2.542  0.08
153 C 4.303 -5.245 -2.562  -0.06
154 C 2.609 -2.793 -0.142  -0.20
155 C -6.914 4.005 -1.574  0.01
156 H -0.018 -0.030 -1.480  0.09
157 H 5.549 2.530 2.660  0.10
158 C 2.060 1.015 -5.584  -0.06
159 H 1.118 3.479 -3.443  0.05
160 H -3.117 1.767 0.116  0.08
161 N 4.709 2.326 0.733  -0.08
162 C 1.973 -6.191 1.413  -0.03
163 C -3.358 -0.510 1.448  -0.08
164 H 1.337 -1.073 -1.105  0.11
165 C -5.000 2.374 -1.687  -0.04
166 H 1.040 -2.369 1.451  0.06
167 O -0.952 0.509 2.566  -0.02
168 N 4.376 -2.499 5.200  -0.06
169 H 3.900 -4.562 5.247  0.12
170 H -0.329 -5.319 0.847  0.06
171 H 8.711 6.468 -0.538  0.08
172 O -6.379 2.916 0.997  -0.17
173 H 4.625 2.579 -5.698  0.11
174 C 3.515 1.895 -1.689  -0.10
175 H -0.224 -2.817 -0.379  0.07
176 H 2.053 -0.785 3.536  0.10
177 H 0.998 3.083 1.483  0.11
178 C -4.978 3.823 0.949  -0.16
179 C 2.997 2.224 5.005  -0.13
180 H -0.867 -2.937 1.786  0.06
181 H -4.150 2.893 3.196  0.14
182 H -1.513 1.847 0.910  0.04
183 C 2.017 1.497 -1.748  -0.24
184 H -1.614 0.822 -2.750  0.12
185 H 3.247 -2.508 7.095  0.11
186 H -2.288 2.075 -4.520  0.13
187 N -1.932 3.745 -0.964  -0.05
188 C 3.610 -3.658 4.713  -0.15
189 H 0.345 4.278 2.618  0.13
190 H -0.052 -1.827 4.846  0.12
191 H 2.398 -1.252 1.126  0.06
192 C -1.486 2.344 -1.114  -0.35
193 H -0.815 -3.359 -1.037  -0.02
194 H 4.025 -6.152 -3.099  0.08
195 H 1.539 -3.490 1.474  0.08
196 C -2.121 1.728 -2.417  -0.09
197 H 3.624 -1.261 4.148  0.04
198 C 0.379 3.217 2.370  -0.11
199 C 3.858 4.248 -2.537  0.00
200 C 0.032 2.259 -1.049  -0.11
201 C 0.257 -2.175 3.861  -0.09
202 H -4.814 -0.181 -0.266  0.10
203 O -3.635 3.830 1.488  -0.17
204 C 2.207 1.811 -4.304  -0.44
205 H -1.875 2.365 3.776  0.13
206 N -6.877 1.991 -0.064  0.01
207 H 3.516 -2.464 -2.039  0.11
208 H 4.142 1.694 0.186  0.05
209 C 1.889 0.761 -3.109  -0.05
210 H -6.904 1.849 -3.368  0.12
211 H 1.748 -3.100 5.742  0.11
212 H 5.055 -5.544 -1.833  0.09
213 H 0.846 1.839 0.178  0.00
214 C 0.259 -5.057 -0.033  -0.03
215 H -6.345 -0.275 -2.486  0.11
216 H 0.380 2.763 -1.951  0.08
217 H -1.247 -4.298 1.317  0.05
218 H 0.369 2.831 -0.184  0.12
219 C 1.829 -5.186 0.206  -0.37
220 H -4.198 -4.707 -2.687  0.11
221 H -5.141 4.590 0.193  0.10
222 H -5.513 -1.000 1.074  0.10
223 C 6.533 4.177 0.714  -0.14
224 H -1.651 -2.088 3.019  0.08
225 H -5.172 2.855 0.487  0.05
226 C 3.754 1.258 2.721  -0.21
227 C -1.963 2.604 -3.625  -0.19
228 N -0.939 2.820 1.933  -0.15
229 H -3.407 1.812 1.940  0.08
230 H 1.098 -3.762 -2.678  0.06
231 C 4.334 1.298 6.995  -0.15
232 H -7.619 -0.687 1.892  0.09
233 H -8.710 -0.298 -0.614  0.11
234 H 3.006 -6.219 1.760  0.08
235 H 3.766 2.073 6.480  0.01
236 C 5.873 2.861 -0.040  -0.15
237 H -4.145 -1.103 0.983  0.05
238 C -1.907 -1.105 1.164  -0.31
239 C -2.052 1.556 0.009  -0.07
240 H -0.510 -4.773 -2.736  0.10
241 H -4.860 2.733 -2.707  0.08
242 H -1.162 3.256 1.050  0.02
243 H -0.904 2.764 -3.830  0.04
244 C 3.066 -1.052 3.236  -0.08
245 H 4.221 4.929 -3.307  0.09
246 H -2.208 -5.666 0.490  0.11


No. 3
The following is a quantum chemistry calculation of a single C4H6N4O molecule at a distorted geometry, from the Open Molecules 2025 dataset.

Its SMILES is [H]/N=c1/ncn(OC=C)[nH]1. For the HOMO-LUMO gap, the calculation gives 9.79 eV. As for the total energy: -450.13031 Ha. The LUMO energy comes out at 0.015 Eh.

Each line ends with the Löwdin charge.
Atoms and positions in Å:
1 N -0.144 0.366 0.356  -0.11
2 N -1.099 -0.690 0.083  0.12
3 N -3.508 -0.716 -0.255  0.12
4 H 4.020 -0.425 0.369  0.05
5 H -0.992 -1.515 0.628  0.13
6 H 3.198 -0.483 -1.370  0.08
7 O 0.838 0.236 -0.577  -0.04
8 H -3.254 -1.753 -0.107  0.07
9 H -0.528 2.364 -0.170  0.13
10 C -1.005 1.436 0.029  -0.13
11 N -2.212 1.245 -0.198  0.18
12 H 1.922 0.289 1.331  0.15
13 C 1.961 0.025 0.201  -0.23
14 C 3.170 -0.256 -0.265  0.01
15 C -2.367 -0.122 -0.055  -0.52


No. 4
The following is a quantum chemistry calculation of 2 unconnected molecules or ions with the total composition H3OPS at a distorted geometry, from the Open Molecules 2025 dataset.

Its SMILES is P=S.O. For the HOMO-LUMO gap, the calculation gives 7.43 eV. As for the total energy: -816.54187 Ha. The LUMO energy comes out at -0.049 Eh.

Each line ends with the Löwdin charge.
Atoms and positions in Å:
1 P 0.821 1.687 -0.657  0.21
2 O -0.305 -1.939 0.209  -0.08
3 H -0.498 -2.387 -0.640  0.05
4 S 0.661 3.580 -0.337  -0.03
5 H -1.082 -2.052 0.756  0.03
6 H 0.402 1.112 0.668  -0.17


No. 5
The following is a quantum chemistry calculation of a single C9H11N molecule at a distorted geometry, from the Open Molecules 2025 dataset.

Its SMILES is c1ccc2c(c1)CCCN2. For the HOMO-LUMO gap, the calculation gives 8.52 eV. As for the total energy: -404.19189 Ha. The LUMO energy comes out at 0.037 Eh.

Each line ends with the Löwdin charge.
Atoms and positions in Å:
1 C 0.383 -0.200 -0.547  -0.17
2 H -1.575 1.123 1.887  0.17
3 C -2.229 0.372 0.004  -0.25
4 C 2.769 0.137 0.034  -0.10
5 H 3.794 0.387 -0.270  0.08
6 C 1.750 -0.347 -0.912  -0.02
7 N -1.240 0.485 1.048  -0.05
8 H -1.976 1.056 -0.747  0.10
9 H -0.431 -2.001 -1.636  0.16
10 C 0.197 0.394 0.753  -0.13
11 C -0.721 -0.880 -1.334  -0.23
12 C -1.926 -0.975 -0.563  -0.28
13 H 0.646 1.397 2.378  0.07
14 C 1.215 0.937 1.652  -0.05
15 H 2.109 -0.852 -1.852  0.12
16 H -1.783 -1.667 0.499  0.19
17 H -3.287 0.329 0.388  0.14
18 H -2.759 -1.481 -1.190  0.13
19 C 2.479 0.774 1.276  -0.15
20 H -0.825 -0.444 -2.379  0.14
21 H 3.411 1.457 1.514  0.14


No. 6
The following is a quantum chemistry calculation of a single C3H6ClF molecule at a distorted geometry, from the Open Molecules 2025 dataset.

Its SMILES is CC(C)(F)Cl. For the HOMO-LUMO gap, the calculation gives 11.98 eV. As for the total energy: -677.92200 Ha. The LUMO energy comes out at 0.035 Eh.

Each line ends with the Löwdin charge.
Atoms and positions in Å:
1 C 0.199 -0.083 0.221  -1.00
2 H -0.019 -1.986 -0.406  0.05
3 C 1.254 0.988 0.485  -0.07
4 F -0.571 0.079 1.325  -0.08
5 C 0.611 -1.496 0.304  -0.07
6 H 1.648 1.608 -0.410  0.10
7 H 2.150 0.602 1.050  0.09
8 Cl -0.795 0.261 -1.231  0.66
9 H 0.348 -1.586 1.387  0.11
10 H 1.672 -1.785 0.234  0.10
11 H 0.469 1.537 1.104  0.10